No. 1
ORCA calculation (ωB97M-V with the def2-TZVPD basis set) on a molecular structure, C5H11N2O.

## Properties
DFT total energy = -381.5320 Eh
net charge = +1

Positions of all 19 atoms, in Å:
C -1.54241 -0.34824 -1.36062
C -0.93213 0.81374 -0.95902
C -0.05196 0.36116 0.04469
C -1.11164 2.20115 -1.44490
C 1.38629 1.52451 0.94160
N -0.13653 -0.92794 0.20089
N 0.94369 -2.90253 1.42180
O -1.07743 -1.39343 -0.67315
H -2.28615 -0.55424 -2.10630
H -0.18827 2.56024 -1.89981
H -1.35234 2.86194 -0.61291
H -1.90970 2.24768 -2.18030
H 2.05495 1.68565 0.11882
H 1.74519 0.89330 1.73397
H 0.80829 2.37531 1.25460
H 0.40943 -1.82022 0.84237
H 1.51749 -3.38133 0.73406
H 0.20349 -3.53066 1.72062
H 1.51975 -2.66610 2.22360

Atoms 1-3, force components in eV/Å:
0.51 0.91 0.37
-0.35 -0.92 -0.09
3.29 2.56 1.72

No. 2
ORCA calculation (ωB97M-V with the def2-TZVPD basis set) on a molecular structure, C37H61BN6O3PS5Sc.

## Properties
multiplicity = 2
DFT total energy = -5119.0490 Eh
net charge = -1

Positions of all 115 atoms, in Å:
Sc 0.87459 0.17284 0.64227
C -5.97782 2.72014 -2.01257
C -4.76542 2.69004 -1.07293
C -3.85159 3.85977 -1.42503
C -5.21290 2.86602 0.38380
N -4.12873 1.35418 -1.19821
C -4.86595 0.21792 -0.86557
C -4.02882 -0.82690 -0.80207
N -2.75235 -0.37322 -1.08926
B -1.42444 -1.06641 -0.75979
N -1.70072 -2.35201 0.05148
C -2.23054 -3.48076 -0.52987
C -2.28368 -4.44444 0.39837
N -1.77079 -3.92503 1.58213
C -1.38368 -2.62357 1.34362
S -0.60271 -1.54532 2.37887
C -1.60697 -4.84781 2.73956
C -2.96754 -5.51187 2.98787
C -1.17869 -4.19685 4.05062
C -0.55068 -5.88612 2.34298
N -0.64247 -1.48474 -2.02656
C -0.95210 -1.23462 -3.33980
C 0.06256 -1.69130 -4.09216
N 1.03327 -2.21380 -3.24090
C 0.58166 -2.06880 -1.95504
S 1.25482 -2.52966 -0.46602
C 2.30636 -2.71497 -3.83029
C 3.33037 -3.22485 -2.82035
C 1.94216 -3.86950 -4.77112
C 2.94700 -1.56074 -4.60842
C -2.81401 0.96934 -1.38094
S -1.50514 1.80422 -1.98144
H -6.43102 3.71168 -1.98765
H -6.74041 1.99667 -1.71904
H -5.66033 2.50249 -3.03291
H -4.41078 4.78376 -1.25909
H -3.53200 3.82044 -2.46392
H -2.95750 3.87751 -0.80616
H -5.73969 3.81465 0.49655
H -4.33891 2.87277 1.03579
H -5.87656 2.06017 0.70123
H -5.92855 0.24174 -0.70817
H -4.24217 -1.85445 -0.57207
H -0.75042 -0.28814 -0.13173
H -2.49977 -3.50121 -1.57234
H -2.62952 -5.45706 0.31082
H -3.71925 -4.74650 3.18623
H -2.90030 -6.16764 3.85627
H -3.30079 -6.10929 2.13925
H -1.87614 -3.41987 4.35707
H -0.19428 -3.75012 3.97662
H -1.15872 -4.97748 4.81482
H -0.86646 -6.46414 1.47337
H -0.36465 -6.57267 3.17024
H 0.37901 -5.37393 2.09061
H -1.85943 -0.73083 -3.62354
H 0.18883 -1.66478 -5.15851
H 2.92053 -4.00406 -2.18509
H 3.68759 -2.40966 -2.19286
H 4.17415 -3.63370 -3.38231
H 1.45366 -4.66713 -4.20863
H 2.84784 -4.27090 -5.22707
H 1.27348 -3.54776 -5.57083
H 3.13489 -0.73076 -3.92828
H 2.30810 -1.21055 -5.42099
H 3.89621 -1.88752 -5.03562
C 6.57216 1.21418 2.09221
C 5.52435 2.15546 1.51857
O 4.85061 1.61156 0.37761
P 3.79826 0.39903 0.48316
S 2.90789 0.40768 2.28077
S 2.82337 0.43562 -1.24166
O 4.85962 -0.84042 0.47478
C 4.56359 -2.11261 1.04936
C 5.70262 -3.05378 0.71067
H 7.24103 1.75583 2.76391
H 7.15025 0.77259 1.28008
H 6.09444 0.40893 2.65003
H 5.98661 3.07293 1.15334
H 4.78095 2.41072 2.27694
H 3.62851 -2.49775 0.64874
H 4.44921 -2.00078 2.13078
H 5.83492 -3.09379 -0.37157
H 5.46194 -4.05462 1.07303
H 6.63561 -2.71721 1.16518
C 2.65265 4.75218 -0.59743
C 1.25594 4.35690 -1.08755
C 0.81200 5.22546 -2.26347
C 0.28508 4.37549 0.07318
C -0.41237 5.50856 0.45156
C -1.28173 5.49394 1.53713
C -1.42794 4.32261 2.26479
C -0.72641 3.17309 1.93041
C -0.86625 1.90210 2.73830
C -0.39435 2.09587 4.18004
C -2.30254 1.37829 2.69694
C 0.13548 3.17773 0.81241
O 0.79276 2.10625 0.44936
H 3.37602 4.73888 -1.41752
H 2.99118 4.04755 0.16474
H 2.63482 5.75500 -0.16071
H 1.30849 3.31937 -1.42518
H 0.84511 6.28971 -2.01496
H -0.20631 4.96599 -2.56028
H 1.47204 5.06368 -3.11890
H -0.28878 6.42859 -0.11025
H -1.83310 6.38438 1.81593
H -2.09731 4.31020 3.12069
H -0.19253 1.14799 2.28954
H -1.00861 2.84330 4.68730
H 0.64319 2.43276 4.19095
H -0.46580 1.15476 4.73172
H -2.98473 2.12119 3.12178
H -2.39728 0.45199 3.26275
H -2.60636 1.17970 1.66549

Atoms 1-3, force components in eV/Å:
0.86 -1.00 0.14
0.06 -0.05 0.07
-0.14 0.26 -0.06

No. 3
ORCA calculation (ωB97M-V with the def2-TZVPD basis set) on C8H15N3 in the gas phase.

## Properties
structure (SMILES) = CN=C1C(C)(C)N=NC1(C)C
DFT total energy = -478.0383 Eh

Positions of all 26 atoms, in Å:
N 0.71825 -1.94197 -0.44801
N -0.45256 -1.93829 0.01508
N 0.23247 1.59502 -0.20602
C 0.18691 0.27861 -0.12754
C -0.96291 2.43008 0.03275
C 2.49433 -0.56297 0.47695
C 1.75113 -0.34304 -1.92445
C -2.28492 -0.50483 -0.36537
C -1.03417 -0.48002 1.89938
C 1.32240 -0.61509 -0.50461
C -0.93425 -0.61123 0.35401
H -1.41953 2.25869 1.03004
H -1.74442 2.23672 -0.70781
H -0.75326 3.49485 -0.00173
H 2.21875 -0.94067 1.44178
H 2.87347 0.45379 0.61718
H 3.32144 -1.16404 0.08452
H 2.32931 0.61367 -1.95489
H 2.32777 -1.18579 -2.29120
H 0.86876 -0.19897 -2.57591
H -2.14083 -0.49316 -1.43758
H -2.84549 0.35477 -0.05336
H -2.89571 -1.36966 -0.17742
H -1.45104 -1.39248 2.32714
H -0.05045 -0.32874 2.31854
H -1.67545 0.35475 2.17854

Atoms 1-3, force components in eV/Å:
-1.75 -0.84 0.78
2.19 -0.96 -0.58
-0.06 -2.73 -0.18

No. 4
ORCA calculation (ωB97M-V with the def2-TZVPD basis set) on a molecular structure, C36H47Cl5CoPSbSi3.

## Properties
DFT total energy = -6533.6525 Eh
net charge = +1

Positions of all 94 atoms, in Å:
Co -0.88014 -0.08798 0.09522
C -3.51518 -2.07374 -0.41317
C -2.86338 -3.38033 -0.79212
C -3.65903 -4.41378 -1.27548
C -3.12758 -5.66214 -1.56605
C -1.77698 -5.90478 -1.37303
C -0.96353 -4.89091 -0.89027
C -1.49206 -3.63266 -0.60812
P -0.43910 -2.36526 0.13688
C 1.26738 -3.02216 0.22509
C 1.81548 -3.21383 1.49658
C 3.13557 -3.60470 1.65868
C 3.92308 -3.81940 0.53979
C 3.38459 -3.64098 -0.72506
C 2.06562 -3.23533 -0.91128
C 1.55196 -3.05289 -2.31209
C -1.03428 -2.27616 1.84192
C -1.82863 -3.21327 2.49587
C -2.37534 -2.89233 3.72814
C -2.17056 -1.62781 4.27836
C -1.38518 -0.69355 3.62177
C -0.77784 -1.03043 2.41512
C 0.13833 -0.12894 1.66851
H -4.48865 -1.97265 -0.89052
H -2.92118 -1.21579 -0.72267
H -3.66730 -2.00736 0.66839
H -4.71948 -4.23782 -1.41456
H -3.77437 -6.44970 -1.93186
H -1.35673 -6.87780 -1.59092
H 0.08984 -5.08208 -0.72640
H 1.20341 -3.06472 2.37691
H 3.54145 -3.73679 2.65298
H 4.95671 -4.12155 0.64905
H 4.00366 -3.80591 -1.59935
H 2.37161 -2.85925 -3.00287
H 0.85400 -2.22311 -2.37827
H 1.02402 -3.94359 -2.66154
H -2.02425 -4.17726 2.04099
H -2.98256 -3.61835 4.25328
H -2.62447 -1.37464 5.22839
H -1.24275 0.29620 4.04178
H 1.08461 -0.59608 1.39397
H 0.29977 0.84163 2.11967
Cl -1.88946 1.73729 0.76339
C 0.01254 0.83266 -1.25174
C 0.73638 2.01293 -1.04600
C 1.46662 2.54398 -2.11104
Cl 2.30649 4.07115 -1.97662
C 1.49738 1.92462 -3.36460
Cl 2.43791 2.57190 -4.64000
C 0.70359 0.80455 -3.58669
Cl 0.63249 0.07818 -5.13601
C -0.05496 0.30633 -2.53383
Cl -1.24351 -0.92998 -2.86431
C -1.64999 3.47680 3.67795
Si 0.16906 3.50921 3.33980
C 0.83849 5.23631 3.41485
C 1.09400 2.41001 4.50161
Sb 0.62805 3.24736 0.75485
Si -0.68485 5.21140 -0.39367
C -2.39438 5.14791 0.29497
C -0.76310 4.93193 -2.21638
C 0.18300 6.78837 0.03759
Si 3.22496 2.63763 1.15223
C 4.22913 2.23344 -0.35209
C 3.99866 4.09586 2.01874
C 3.26183 1.11568 2.21400
H -1.83678 3.52243 4.75648
H -2.12352 2.57684 3.28617
H -2.13680 4.33798 3.21937
H 0.83047 5.58911 4.45189
H 0.22494 5.92179 2.82934
H 1.86325 5.30485 3.05173
H 0.74808 2.65703 5.51155
H 2.16712 2.59935 4.46238
H 0.92248 1.34286 4.35166
H -2.94170 4.28596 -0.08913
H -2.91050 6.05863 -0.02927
H -2.42848 5.11045 1.38351
H -0.91005 3.87865 -2.46694
H 0.12300 5.28973 -2.73523
H -1.63140 5.48456 -2.59071
H 0.02046 7.07421 1.07700
H -0.21007 7.59794 -0.58686
H 1.25842 6.72219 -0.14076
H 4.60524 3.12438 -0.84725
H 3.68549 1.63313 -1.08345
H 5.08759 1.64251 -0.01378
H 3.75182 5.03157 1.51270
H 5.08958 3.99458 2.01320
H 3.69257 4.16903 3.06420
H 3.11317 0.21909 1.60637
H 2.54066 1.09767 3.02151
H 4.26418 1.05610 2.65295

Atoms 1-3, force components in eV/Å:
-1.67 -0.16 0.47
-0.02 -0.18 0.09
-0.02 0.00 0.06

No. 5
ORCA calculation (ωB97M-V with the def2-TZVPD basis set) on 2 unconnected molecules or ions with the total composition C2H5O3.

## Properties
DFT total energy = -304.9807 Eh
net charge = -1

Positions of all 10 atoms, in Å:
C -1.16920 0.26330 1.14456
O -0.39748 -0.91848 1.20604
H -0.69579 0.99301 0.49224
H -2.17658 0.02512 0.78580
H -1.25723 0.66904 2.15951
H 0.26202 -0.91373 0.43193
O 0.69273 1.01436 -1.58637
C 1.35225 -0.02543 -1.55289
O 1.23721 -1.00082 -0.76014
H 2.15206 -0.10638 -2.32068

Atoms 1-3, force components in eV/Å:
0.37 -0.69 0.26
0.13 0.10 -0.02
-0.11 0.19 -0.15

No. 6
ORCA calculation (ωB97M-V with the def2-TZVPD basis set) on a molecular structure, C4H6O.

## Properties
DFT total energy = -231.0620 Eh

Positions of all 11 atoms, in Å:
C -1.07566 -1.09750 0.21174
C -0.09091 -0.15229 0.67516
C 1.29589 -0.23012 0.02396
O 0.84170 0.43790 -1.16862
C -0.45684 0.63996 -0.65151
H -2.03764 -0.75394 0.65210
H -1.23034 0.16948 -1.28211
H -0.19687 0.41748 1.60252
H 1.64557 -1.24481 -0.18979
H 2.07538 0.35328 0.52776
H -0.72868 1.68138 -0.44768

Atoms 1-3, force components in eV/Å:
0.11 0.23 0.26
-0.02 -0.17 0.18
0.23 -0.17 0.23

No. 7
ORCA calculation (ωB97M-V with the def2-TZVPD basis set) on a molecular structure, C5H9NO2.

## Properties
DFT total energy = -401.0227 Eh

Positions of all 17 atoms, in Å:
C -0.70321 -0.49119 0.57016
C 0.28459 -1.63126 0.49068
C -0.16527 0.30507 -1.09865
C 0.04563 1.79431 -0.93312
C 1.44980 -0.70216 0.72618
O -0.22888 0.39441 1.50072
O -2.00890 -0.81986 0.73922
N 1.16847 0.23250 1.59421
H -2.50285 -0.03506 1.01424
H 0.36151 -2.11608 -0.47676
H 0.08809 -2.40170 1.24197
H 0.55511 -0.14399 -1.78055
H -1.12113 0.09207 -1.58064
H 2.47543 -1.02100 0.66200
H 0.98033 1.99715 -0.41110
H 0.08298 2.29019 -1.90263
H -0.76170 2.25659 -0.35593

Atoms 1-3, force components in eV/Å:
2.08 -0.14 -3.82
-0.48 0.58 -0.47
-2.65 -0.06 1.49

No. 8
ORCA calculation (ωB97M-V with the def2-TZVPD basis set) on C7H10O2 in the gas phase.

## Properties
structure (SMILES) = C=C[C@@]12COCO[C@@H]1C2
DFT total energy = -423.0260 Eh

Positions of all 19 atoms, in Å:
C 2.05048 -0.15308 -1.55081
C 1.77325 -0.52974 -0.18019
C 0.37575 -0.25289 0.27849
C -0.00559 0.98024 0.94086
C -1.93678 1.12753 0.02702
C -0.81805 -0.90698 -0.40739
C -0.26928 -1.42382 0.86484
H 1.24108 0.51260 -2.18764
H 3.02855 -0.18414 -2.00349
H 2.46614 -0.85658 0.57503
H 0.32033 1.90969 0.51177
H 0.58386 1.02347 1.79599
H -1.16692 1.79989 -0.53607
H -3.07619 1.40074 -0.11866
H -0.40487 -1.52696 -1.30445
H 0.32923 -2.45487 0.94560
H -0.96235 -1.38430 1.70305
O -1.45398 1.08622 1.27555
O -2.07467 -0.16705 -0.62949

Atoms 1-3, force components in eV/Å:
-2.20 0.94 3.46
-0.35 3.03 -5.70
-0.61 -1.09 -0.82